Entry 1:
{"formula": "C33H48BF32N6O6", "method": "ωB97M-V with the def2-TZVPD basis set", "e_tot_ha": -5286.284808, "multiplicity": 1, "gap_ha": 0.3216, "charge": 1, "species": ["C", "C", "C", "N", "C", "B", "N", "O", "C", "N", "C", "C", "O", "N", "C", "C", "C", "C", "N", "C", "C", "N", "H", "H", "H", "H", "H", "H", "H", "H", "H", "H", "H", "H", "H", "H", "H", "H", "H", "H", "H", "H", "H", "H", "H", "H", "H", "H", "H", "H", "H", "H", "H", "H", "C", "C", "C", "F", "F", "F", "F", "O", "C", "C", "F", "F", "F", "F", "H", "H", "H", "H", "C", "C", "C", "F", "F", "F", "F", "O", "C", "C", "F", "F", "F", "F", "H", "H", "H", "H", "C", "C", "C", "F", "F", "F", "F", "O", "C", "C", "F", "F", "F", "F", "H", "H", "H", "H", "C", "C", "C", "F", "F", "F", "F", "O", "C", "C", "F", "F", "F", "F", "H", "H", "H", "H"], "xyz": [[-2.277, 4.221, 6.137], [-1.760, 4.077, 4.553], [-1.976, 2.488, 4.106], [-2.613, 2.281, 2.773], [-1.895, 2.848, 1.588], [-0.259, 2.697, 1.571], [0.512, 1.745, 0.624], [0.636, 3.492, 2.485], [-2.424, 1.914, 0.300], [-2.029, 2.465, -1.048], [-2.725, 1.529, -2.055], [-1.603, 0.444, -2.557], [-0.570, 0.104, -1.755], [-1.677, -0.234, -3.927], [-1.567, -1.730, -3.713], [-0.394, 0.258, -4.629], [-2.861, 3.760, -1.167], [-2.181, 4.785, -0.063], [-2.850, 6.152, -0.102], [-1.904, 7.246, -0.545], [-2.175, 8.703, 0.224], [-2.239, 4.303, 1.365], [-3.390, 3.804, 6.132], [-1.592, 3.626, 6.880], [-2.383, 5.370, 6.442], [-2.451, 4.820, 3.944], [-0.628, 4.402, 4.576], [-2.763, 2.081, 4.911], [-1.006, 1.823, 4.320], [-2.947, 1.300, 2.617], [0.165, 0.766, 0.716], [0.491, 2.097, -0.357], [0.907, 4.351, 2.045], [-3.582, 1.800, 0.450], [-1.984, 0.807, 0.355], [-3.248, 2.115, -2.933], [-3.591, 0.894, -1.534], [-2.170, -2.002, -2.743], [-1.919, -2.369, -4.631], [-0.439, -1.988, -3.492], [0.586, -0.127, -4.113], [-0.406, 1.429, -4.503], [-0.400, 0.022, -5.789], [-3.983, 3.483, -0.876], [-2.879, 4.195, -2.252], [-1.030, 4.856, -0.372], [-3.207, 6.424, 0.850], [-0.767, 7.019, -0.386], [-2.106, 7.473, -1.695], [-1.158, 9.317, 0.131], [-2.338, 8.539, 1.381], [-2.999, 9.352, -0.293], [-1.519, 4.879, 1.898], [-3.174, 4.472, 1.832], [-8.246, 5.497, 2.510], [-9.049, 4.187, 2.493], [-9.523, 3.703, 3.859], [-8.498, 3.453, 4.704], [-10.212, 2.536, 3.740], [-8.327, 3.231, 1.850], [-10.154, 4.402, 1.711], [-6.821, 5.366, 2.493], [-6.214, 5.141, 3.765], [-5.541, 3.767, 3.869], [-6.419, 2.757, 3.645], [-5.028, 3.567, 5.112], [-7.129, 5.357, 4.739], [-5.281, 6.123, 3.906], [-8.479, 6.016, 1.573], [-8.584, 6.186, 3.294], [-10.190, 4.433, 4.328], [-4.730, 3.674, 3.144], [1.372, -2.001, 1.677], [0.757, -2.221, 3.068], [1.757, -2.240, 4.220], [2.667, -3.233, 4.098], [1.120, -2.451, 5.403], [0.001, -3.351, 3.048], [-0.123, -1.193, 3.287], [1.610, -3.177, 0.898], [2.834, -3.855, 1.177], [2.618, -5.256, 1.764], [1.897, -5.215, 2.913], [3.805, -5.844, 2.072], [3.611, -3.069, 1.957], [3.482, -3.952, -0.017], [0.629, -1.440, 1.096], [2.249, -1.344, 1.705], [2.290, -1.287, 4.297], [2.089, -5.898, 1.058], [3.591, -3.649, -4.596], [2.321, -2.991, -5.157], [1.772, -3.627, -6.429], [2.652, -3.576, -7.454], [0.658, -2.969, -6.850], [2.546, -1.660, -5.324], [1.357, -3.082, -4.185], [4.832, -3.027, -4.943], [5.367, -3.401, -6.212], [5.422, -2.231, -7.203], [4.194, -1.693, -7.414], [5.879, -2.640, -8.416], [4.682, -4.466, -6.688], [6.629, -3.850, -5.962], [3.536, -3.550, -3.505], [3.613, -4.732, -4.769], [1.493, -4.672, -6.261], [6.077, -1.439, -6.837], [6.775, -6.375, 0.132], [8.021, -7.096, 0.669], [9.241, -7.040, -0.244], [9.015, -7.617, -1.445], [10.285, -7.714, 0.311], [7.693, -8.378, 0.982], [8.352, -6.499, 1.858], [5.802, -7.194, -0.522], [6.062, -7.469, -1.897], [6.327, -8.955, -2.169], [7.379, -9.419, -1.448], [6.630, -9.167, -3.477], [7.062, -6.666, -2.330], [4.947, -7.070, -2.571], [6.246, -5.977, 1.008], [7.026, -5.486, -0.459], [9.566, -6.008, -0.409], [5.454, -9.560, -1.916]]}

Entry 2:
{"formula": "C33H48N2O3PtSe3Te2", "method": "ωB97M-V with the def2-TZVPD basis set", "e_tot_ha": -9481.038905, "s2": 6.024, "multiplicity": 5, "gap_ha": [0.2299, 0.1670], "species": ["Pt", "C", "C", "C", "C", "C", "C", "C", "Se", "C", "C", "C", "C", "C", "C", "O", "C", "C", "C", "C", "C", "C", "C", "C", "C", "O", "C", "C", "C", "C", "C", "C", "H", "H", "H", "H", "H", "H", "H", "H", "H", "H", "H", "H", "H", "H", "H", "H", "H", "H", "H", "H", "H", "H", "H", "H", "H", "H", "H", "H", "H", "H", "H", "H", "H", "H", "H", "H", "H", "H", "H", "H", "Se", "Te", "Te", "Se", "N", "C", "N", "C", "C", "O", "C", "C", "H", "H", "H", "H", "H", "H", "H", "H"], "xyz": [[2.022, -1.540, -1.083], [-1.959, 4.560, -1.870], [-0.893, 4.778, -0.792], [0.113, 5.810, -1.322], [-1.570, 5.330, 0.470], [-0.151, 3.494, -0.449], [-0.502, 2.258, -0.962], [0.283, 1.147, -0.701], [-0.356, -0.563, -1.347], [-1.044, -1.306, 0.314], [-2.405, -1.186, 0.548], [-2.953, -1.668, 1.722], [-2.084, -2.242, 2.654], [-0.730, -2.389, 2.453], [-0.170, -1.945, 1.217], [1.074, -2.153, 0.934], [0.184, -3.008, 3.502], [-0.537, -3.335, 4.814], [0.772, -4.325, 2.977], [1.305, -2.008, 3.821], [-4.437, -1.608, 2.041], [-5.253, -0.979, 0.909], [-4.651, -0.783, 3.317], [-4.941, -3.042, 2.253], [1.482, 1.207, 0.059], [2.350, 0.264, 0.057], [1.690, 2.421, 0.782], [0.912, 3.514, 0.458], [2.749, 2.567, 1.872], [2.067, 3.116, 3.139], [3.429, 1.252, 2.265], [3.829, 3.549, 1.402], [-2.418, 5.513, -2.127], [-2.742, 3.895, -1.517], [-1.517, 4.142, -2.771], [-0.404, 6.725, -1.606], [0.633, 5.420, -2.195], [0.855, 6.061, -0.568], [-2.102, 6.252, 0.240], [-0.837, 5.545, 1.243], [-2.282, 4.609, 0.866], [-1.380, 2.124, -1.578], [-3.012, -0.703, -0.203], [-2.503, -2.591, 3.582], [-1.308, -4.089, 4.665], [-0.981, -2.446, 5.256], [0.190, -3.735, 5.518], [-0.018, -5.052, 2.801], [1.474, -4.737, 3.700], [1.300, -4.158, 2.044], [0.883, -1.081, 4.207], [1.882, -1.777, 2.930], [1.981, -2.419, 4.568], [-4.959, 0.056, 0.744], [-6.310, -0.991, 1.173], [-5.130, -1.539, -0.015], [-4.277, 0.229, 3.178], [-4.133, -1.224, 4.164], [-5.709, -0.731, 3.561], [-4.754, -3.637, 1.362], [-6.010, -3.040, 2.456], [-4.438, -3.517, 3.090], [1.142, 4.445, 0.948], [1.233, 2.479, 3.427], [1.692, 4.124, 2.989], [2.783, 3.140, 3.958], [2.693, 0.504, 2.553], [4.087, 1.428, 3.116], [4.027, 0.854, 1.449], [3.398, 4.517, 1.158], [4.329, 3.161, 0.518], [4.568, 3.687, 2.188], [2.480, -5.268, -4.032], [3.635, -5.684, -1.952], [3.087, -3.790, -0.052], [5.174, -2.629, -0.459], [2.685, -1.874, -3.039], [2.331, -1.696, -4.135], [1.962, -1.528, -5.355], [1.061, -0.451, -5.730], [0.124, -0.951, -6.834], [0.855, -1.478, -7.913], [1.627, -2.587, -7.508], [2.654, -2.199, -6.444], [1.642, 0.396, -6.116], [0.489, -0.134, -4.856], [-0.458, -0.117, -7.232], [-0.554, -1.715, -6.428], [2.141, -2.943, -8.401], [0.975, -3.376, -7.113], [3.396, -1.514, -6.875], [3.141, -3.094, -6.051]]}